1.
The following is a DFT calculation (ωB97M-V with the def2-TZVPD basis set) of a 12-piece molecular cluster, C36H96O36S12 overall at a distorted geometry.

The SMILES is CCOS(C)(=O)=O.CCOS(C)(=O)=O.CCOS(C)(=O)=O.CCOS(C)(=O)=O.CCOS(C)(=O)=O.CCOS(C)(=O)=O.CCOS(C)(=O)=O.CCOS(C)(=O)=O.CCOS(C)(=O)=O.CCOS(C)(=O)=O.CCOS(C)(=O)=O.CCOS(C)(=O)=O. The gap between HOMO and LUMO is 10.49 eV. The net charge is 0. Its energy above the lowest of the compared OMol25 structures with the same formula, charge and spin is 1240.9 kJ/mol.

```
180
C36H96O36S12, DFT ωB97M-V with the def2-TZVPD basis set
O -1.898 -3.567 -2.217
S -0.829 -4.407 -1.664
O 0.500 -3.918 -1.386
O -1.411 -5.118 -0.284
C -0.625 -5.568 0.823
C -0.139 -6.989 0.656
C -0.650 -5.887 -2.687
H -1.250 -5.513 1.715
H 0.156 -4.834 1.023
H 0.150 -7.425 1.612
H 0.774 -7.021 0.062
H -0.905 -7.563 0.134
H 0.331 -6.259 -2.392
H -0.637 -5.395 -3.660
H -1.523 -6.522 -2.534
O -11.055 -1.657 1.275
S -11.576 -0.308 0.949
O -12.193 0.479 1.996
O -10.336 0.549 0.188
C -10.565 1.784 -0.532
C -9.263 2.278 -1.190
C -12.818 -0.493 -0.394
H -10.882 2.639 0.066
H -11.219 1.700 -1.400
H -8.743 2.758 -0.361
H -9.315 3.035 -1.973
H -8.736 1.413 -1.593
H -12.240 -0.800 -1.265
H -13.382 0.418 -0.596
H -13.381 -1.366 -0.062
O -3.900 6.543 -4.245
S -4.092 5.976 -5.568
O -5.383 5.769 -6.205
O -2.981 6.474 -6.667
C -3.415 6.779 -8.014
C -4.383 8.013 -8.025
C -3.527 4.286 -5.429
H -3.831 5.931 -8.558
H -2.519 7.126 -8.528
H -5.384 7.587 -7.969
H -4.293 8.464 -9.013
H -4.117 8.620 -7.159
H -4.230 3.453 -5.441
H -3.081 4.221 -4.436
H -2.792 4.160 -6.224
O 0.462 2.739 -0.358
S 0.935 2.488 0.979
O 1.458 3.595 1.783
O -0.166 1.584 1.848
C -0.914 0.707 1.092
C -2.435 0.655 1.584
C 2.213 1.188 0.838
H -0.534 -0.263 1.413
H -0.831 0.739 0.005
H -2.865 1.526 1.090
H -2.408 0.864 2.654
H -2.892 -0.305 1.348
H 2.856 1.418 -0.011
H 1.760 0.219 0.632
H 2.797 1.164 1.758
O 5.712 8.085 -3.859
S 6.526 7.855 -2.671
O 6.727 6.614 -2.047
O 8.007 8.693 -2.703
C 8.021 10.028 -3.225
C 9.302 10.683 -2.920
C 5.764 8.881 -1.286
H 7.122 10.619 -3.052
H 7.916 9.910 -4.303
H 9.222 11.507 -2.211
H 9.838 10.964 -3.827
H 10.017 10.070 -2.372
H 5.142 9.720 -1.598
H 6.552 9.334 -0.683
H 5.195 8.174 -0.681
O -8.508 -8.647 4.679
S -8.706 -7.534 5.693
O -8.849 -7.816 7.160
O -7.399 -6.374 5.560
C -7.273 -5.519 6.650
C -6.385 -4.323 6.316
C -10.054 -6.437 5.112
H -6.847 -6.214 7.374
H -8.210 -5.186 7.095
H -5.557 -4.191 7.013
H -7.145 -3.541 6.316
H -5.848 -4.345 5.368
H -10.140 -6.443 4.026
H -9.742 -5.465 5.493
H -10.985 -6.854 5.498
O 9.551 6.795 3.703
S 10.594 6.307 4.620
O 10.291 6.178 6.025
O 11.207 4.935 4.021
C 10.555 3.736 4.293
C 9.075 3.705 4.564
C 11.973 7.510 4.407
H 11.090 3.304 5.138
H 10.761 3.003 3.512
H 8.462 4.223 3.826
H 8.917 4.177 5.534
H 8.686 2.687 4.583
H 11.532 8.351 4.943
H 11.967 7.795 3.354
H 13.004 7.277 4.670
O 6.198 -3.287 -2.971
S 6.090 -4.492 -3.829
O 5.031 -5.426 -3.569
O 6.145 -4.099 -5.513
C 5.584 -5.084 -6.361
C 5.766 -4.431 -7.719
C 7.673 -5.384 -3.813
H 4.524 -5.151 -6.115
H 6.137 -6.017 -6.462
H 4.899 -4.718 -8.315
H 6.671 -4.920 -8.079
H 5.766 -3.342 -7.689
H 7.456 -6.301 -4.360
H 7.805 -5.668 -2.769
H 8.501 -4.761 -4.152
O -5.504 -6.221 -4.276
S -6.887 -6.353 -3.787
O -7.976 -6.208 -4.789
O -7.084 -7.834 -3.026
C -6.095 -8.203 -2.076
C -5.689 -9.648 -2.504
C -7.116 -5.116 -2.329
H -6.692 -8.241 -1.165
H -5.514 -7.323 -1.799
H -5.140 -9.722 -3.442
H -6.605 -10.238 -2.483
H -5.049 -10.069 -1.727
H -7.900 -5.443 -1.646
H -7.426 -4.180 -2.794
H -6.161 -5.022 -1.812
O 7.455 0.792 -7.585
S 7.720 1.277 -6.217
O 8.260 2.644 -6.082
O 6.358 1.186 -5.219
C 5.188 1.822 -5.735
C 4.316 0.799 -6.514
C 8.777 0.048 -5.231
H 5.464 2.657 -6.378
H 4.744 2.232 -4.828
H 3.339 1.275 -6.600
H 4.269 -0.078 -5.868
H 4.758 0.535 -7.475
H 9.613 0.639 -4.858
H 8.960 -0.811 -5.877
H 8.207 -0.376 -4.405
O -6.640 3.424 9.718
S -6.574 3.411 8.269
O -6.084 2.235 7.529
O -8.062 3.812 7.789
C -9.038 2.758 7.721
C -10.528 3.284 7.514
C -5.764 4.914 7.514
H -8.908 2.015 8.508
H -8.857 2.232 6.784
H -10.516 4.256 7.020
H -11.136 3.504 8.392
H -11.079 2.706 6.773
H -6.344 5.776 7.845
H -5.706 4.870 6.427
H -4.798 5.104 7.981
O 5.787 -5.313 5.774
S 5.697 -3.995 5.238
O 4.466 -3.269 5.552
O 6.986 -3.066 5.674
C 8.319 -3.583 5.309
C 9.344 -3.216 6.368
C 5.855 -4.192 3.420
H 8.686 -3.138 4.385
H 8.464 -4.658 5.207
H 10.225 -3.847 6.248
H 8.897 -3.338 7.355
H 9.761 -2.218 6.231
H 6.757 -4.779 3.248
H 6.097 -3.274 2.884
H 4.929 -4.547 2.968
```

Löwdin atomic charge list, values in e, 8 entries: -0.295 0.650 -0.298 -0.286 -0.275 -0.071 -0.102 0.120

2.
The following is a DFT calculation (ωB97M-V with the def2-TZVPD basis set) of a 12-piece molecular cluster, C36H96O36S12 overall at a distorted geometry.

The SMILES is CCOS(C)(=O)=O.CCOS(C)(=O)=O.CCOS(C)(=O)=O.CCOS(C)(=O)=O.CCOS(C)(=O)=O.CCOS(C)(=O)=O.CCOS(C)(=O)=O.CCOS(C)(=O)=O.CCOS(C)(=O)=O.CCOS(C)(=O)=O.CCOS(C)(=O)=O.CCOS(C)(=O)=O. The gap between HOMO and LUMO is 10.97 eV. The net charge is 0. Its energy above the lowest of the compared OMol25 structures with the same formula, charge and spin is 322.0 kJ/mol.

```
180
C36H96O36S12, DFT ωB97M-V with the def2-TZVPD basis set
O -5.830 0.100 -5.367
S -6.744 -0.034 -4.302
O -7.243 1.082 -3.564
O -7.994 -0.852 -4.831
C -9.023 -1.099 -3.865
C -10.156 -1.760 -4.612
C -6.053 -1.193 -3.130
H -9.375 -0.178 -3.404
H -8.703 -1.780 -3.069
H -11.002 -1.848 -3.932
H -9.852 -2.785 -4.824
H -10.361 -1.191 -5.507
H -4.988 -0.997 -3.141
H -6.185 -2.167 -3.603
H -6.642 -1.141 -2.230
O 0.272 0.782 7.189
S -0.130 1.605 6.129
O 0.797 2.263 5.313
O -1.029 0.717 5.204
C -1.532 1.363 4.012
C -1.956 0.292 3.045
C -1.275 2.786 6.733
H -0.739 1.990 3.595
H -2.341 2.050 4.281
H -2.260 0.791 2.116
H -2.733 -0.335 3.470
H -1.105 -0.280 2.666
H -2.060 2.290 7.287
H -1.626 3.386 5.899
H -0.723 3.457 7.390
O -2.839 6.925 -3.075
S -2.147 6.516 -1.934
O -2.805 5.728 -0.959
O -0.860 5.817 -2.444
C -0.035 5.136 -1.464
C 1.416 5.467 -1.668
C -1.522 7.962 -1.147
H -0.246 4.064 -1.551
H -0.412 5.294 -0.447
H 1.932 4.858 -2.401
H 1.934 5.341 -0.715
H 1.519 6.523 -1.930
H -2.379 8.610 -1.012
H -0.844 8.419 -1.865
H -1.015 7.698 -0.229
O -2.223 -3.473 -6.577
S -3.350 -2.728 -6.176
O -4.362 -3.287 -5.382
O -2.898 -1.377 -5.516
C -2.011 -0.479 -6.249
C -1.798 0.691 -5.345
C -4.102 -2.210 -7.676
H -2.457 -0.031 -7.142
H -1.101 -1.003 -6.539
H -1.317 1.467 -5.940
H -1.208 0.432 -4.477
H -2.758 1.079 -5.005
H -4.332 -3.111 -8.234
H -3.359 -1.665 -8.252
H -4.957 -1.579 -7.461
O 3.687 -2.240 1.471
S 3.023 -2.273 2.726
O 2.723 -1.086 3.380
O 1.709 -3.101 2.541
C 1.545 -3.890 1.297
C 0.234 -4.603 1.389
C 3.914 -3.290 3.838
H 2.355 -4.588 1.080
H 1.460 -3.144 0.499
H 0.156 -5.180 0.458
H -0.625 -3.950 1.455
H 0.221 -5.441 2.088
H 3.325 -3.527 4.713
H 4.757 -2.667 4.151
H 4.263 -4.146 3.272
O 6.433 -0.619 3.986
S 6.950 0.180 2.924
O 7.108 1.574 3.034
O 8.379 -0.400 2.585
C 8.705 -1.762 2.963
C 10.192 -1.980 2.659
C 6.156 -0.254 1.411
H 8.126 -2.398 2.274
H 8.462 -1.991 3.998
H 10.406 -1.753 1.616
H 10.480 -2.999 2.929
H 10.845 -1.350 3.270
H 6.502 -1.222 1.076
H 6.475 0.473 0.665
H 5.093 -0.124 1.578
O -1.752 -7.198 -1.921
S -2.310 -6.578 -0.797
O -1.744 -6.796 0.486
O -2.321 -5.011 -1.011
C -3.100 -4.580 -2.171
C -4.403 -3.927 -1.632
C -4.035 -6.905 -0.736
H -3.381 -5.442 -2.784
H -2.586 -3.874 -2.826
H -4.801 -4.567 -0.832
H -5.157 -3.860 -2.411
H -4.254 -2.993 -1.087
H -4.406 -6.368 0.133
H -4.083 -7.959 -0.459
H -4.534 -6.713 -1.671
O 1.381 1.967 -0.666
S 0.640 1.587 0.495
O -0.530 2.330 0.789
O 0.281 0.052 0.402
C 0.424 -0.622 -0.905
C -0.957 -0.983 -1.464
C 1.670 1.486 1.923
H 0.972 -1.537 -0.672
H 0.981 0.010 -1.593
H -1.334 -0.218 -2.149
H -1.697 -1.150 -0.688
H -0.834 -1.885 -2.078
H 2.569 0.945 1.666
H 1.056 1.002 2.673
H 1.922 2.493 2.234
O 4.461 4.693 -0.408
S 5.076 3.443 -0.515
O 4.560 2.275 0.099
O 5.434 3.112 -1.995
C 4.380 3.093 -2.973
C 4.296 4.394 -3.709
C 6.716 3.752 0.065
H 3.450 2.827 -2.465
H 4.552 2.382 -3.772
H 5.217 4.539 -4.270
H 4.224 5.196 -2.971
H 3.445 4.391 -4.381
H 6.809 3.240 1.019
H 6.837 4.825 0.136
H 7.447 3.419 -0.667
O -8.717 -3.906 2.568
S -8.390 -2.643 3.025
O -7.722 -2.474 4.260
O -7.552 -1.986 1.872
C -6.530 -0.995 2.208
C -5.862 -0.628 0.900
C -9.814 -1.582 3.016
H -5.801 -1.398 2.905
H -6.991 -0.074 2.585
H -6.479 0.044 0.312
H -5.681 -1.555 0.352
H -4.898 -0.171 1.122
H -10.480 -1.920 3.800
H -10.322 -1.776 2.075
H -9.397 -0.592 3.129
O 5.579 -2.165 -3.174
S 4.551 -1.219 -2.998
O 4.492 -0.040 -3.729
O 3.193 -1.996 -3.258
C 3.135 -3.405 -2.903
C 1.696 -3.810 -2.944
C 4.259 -0.894 -1.292
H 3.616 -3.580 -1.940
H 3.659 -3.995 -3.661
H 1.217 -3.504 -3.856
H 1.199 -3.364 -2.073
H 1.597 -4.884 -2.777
H 3.272 -0.454 -1.206
H 5.029 -0.207 -0.973
H 4.263 -1.880 -0.849
O 4.243 3.549 8.231
S 4.945 3.598 7.004
O 5.814 2.573 6.574
O 3.869 3.842 5.892
C 4.195 3.406 4.592
C 3.502 4.276 3.568
C 5.790 5.163 6.962
H 3.968 2.350 4.441
H 5.275 3.480 4.431
H 3.613 5.338 3.802
H 2.431 4.090 3.536
H 4.014 4.097 2.622
H 5.036 5.816 7.394
H 6.014 5.463 5.948
H 6.657 5.081 7.603
```

Löwdin atomic charge list, values in e, 8 entries: -0.258 0.560 -0.270 -0.244 -0.288 -0.061 -0.118 0.119